(1)
This record from the OMol25 dataset describes a 2-piece molecular cluster, C2H5NO overall. The level of theory is ωB97M-V/def2-TZVPD.

Each line ends with the Löwdin charge.
Cartesian coordinates (Å):
O1 -2.65147 0.21248 -0.14724  -0.0377
N1 1.17666 -0.48797 -0.12071  -0.1174
C1 1.95519 0.54758 0.12690  -0.0265
C2 0.76649 -1.61063 -0.52203  0.0752
H1 -0.16712 -1.93139 -0.29512  -0.0198
H2 2.65664 0.65386 0.89801  0.0408
H3 -2.84530 1.22270 -0.13412  0.1020
H4 1.85806 1.39963 -0.50081  0.0473
H5 -2.74916 -0.00627 0.69513  -0.0639

* DFT total energy: -5688.9669 eV
* frontier orbital gap: 8.827 eV
* largest force on an atom: 7.169 eV/Å
* ΔE to the lowest compared entry with this formula, charge and spin: 98.3 kcal/mol


(2)
This record from the OMol25 dataset describes C2H5NO as an isolated structure. The level of theory is ωB97M-V/def2-TZVPD.

Each line ends with the Löwdin charge.
Cartesian coordinates (Å):
O1 -1.30094 -1.11284 -0.16048  -0.2481
N1 0.43215 0.85583 0.36207  0.0482
C1 -1.11700 0.01010 0.55618  -0.3697
C2 1.14892 0.08874 -0.71644  0.0065
H1 -1.70032 0.86624 0.26066  0.0854
H2 2.28855 0.24231 -0.91618  0.1190
H3 1.06796 -0.22577 0.47846  0.1277
H4 0.38826 -0.50399 -1.45550  0.1435
H5 -1.20758 -0.22062 1.59122  0.0876

* DFT total energy: -5685.9117 eV
* frontier orbital gap: 6.774 eV
* largest force on an atom: 5.639 eV/Å
* ΔE to the lowest compared entry with this formula, charge and spin: 168.8 kcal/mol


(3)
This record from the OMol25 dataset describes C2H5NO as an isolated structure. The level of theory is ωB97M-V/def2-TZVPD.

Each line ends with the Löwdin charge.
Cartesian coordinates (Å):
O1 -0.40386 0.44875 1.80551  0.0631
N1 0.63776 -0.34946 -0.45532  -0.0776
C1 -0.67843 -0.28898 -0.88523  -0.2449
C2 0.65675 0.24674 1.39856  -0.1056
H1 1.16159 0.35028 -0.95033  0.0398
H2 -0.89943 0.55767 -1.51314  0.0761
H3 -1.18390 -0.08053 -0.03483  0.0053
H4 1.62486 0.45710 1.96410  0.1275
H5 -0.91535 -1.34158 -1.32932  0.1163

* DFT total energy: -5689.7080 eV
* frontier orbital gap: 9.823 eV
* largest force on an atom: 4.947 eV/Å
* ΔE to the lowest compared entry with this formula, charge and spin: 81.2 kcal/mol


(4)
This record from the OMol25 dataset describes a 2-piece molecular cluster, C2H5NO overall. The level of theory is ωB97M-V/def2-TZVPD.

Each line ends with the Löwdin spin population.
Cartesian coordinates (Å):
O1 -2.41597 1.02183 -0.19581  0.5708
N1 -1.64937 0.01525 -0.37508  0.4362
C1 -1.43465 -1.10839 0.26049  0.0161
C2 0.98680 1.12149 0.18448  0.8156
H1 1.63984 0.70741 -0.54402  0.0599
H2 0.45916 0.41746 0.91884  0.0406
H3 -0.64335 -1.71974 -0.15095  -0.0012
H4 0.97282 2.22265 0.37441  0.0498
H5 -1.96666 -1.23390 1.17474  0.0122

* multiplicity: 3
* DFT total energy: -5686.9657 eV
* frontier orbital gap (spin up / spin down): 9.581 / 8.827 eV
* <S²>: 2.015
* largest force on an atom: 3.733 eV/Å
* ΔE to the lowest compared entry with this formula, charge and spin: 16.6 kcal/mol


(5)
This record from the OMol25 dataset describes C2H5NO2 as an isolated structure. The level of theory is ωB97M-V/def2-TZVPD.

Each line ends with the Löwdin charge.
Cartesian coordinates (Å):
O1 -0.02286 -0.82159 -1.57588  -0.0641
O2 1.04963 0.48325 1.44005  0.0050
N1 -0.87178 1.19810 0.38386  0.1998
C1 0.48665 -0.79192 -0.26712  -0.2407
C2 0.13162 0.33681 0.54294  -0.5238
H1 -0.61321 -1.57717 -1.66827  0.0823
H2 -1.46734 1.05117 -0.41694  0.1155
H3 0.37887 -1.72994 0.28420  0.1125
H4 -0.78755 2.13756 0.74021  0.1208
H5 1.58977 -0.30427 0.66695  0.1928

* DFT total energy: -7737.5095 eV
* frontier orbital gap: 8.689 eV
* largest force on an atom: 0.380 eV/Å
* ΔE to the lowest compared entry with this formula, charge and spin: 74.8 kcal/mol


(6)
This record from the OMol25 dataset describes one molecule with the formula C2H5NO2. The level of theory is ωB97M-V/def2-TZVPD.

Each line ends with the Löwdin charge.
Cartesian coordinates (Å):
O1 -0.84119 -0.80604 -1.12974  0.1028
O2 0.50378 0.46237 0.10564  -0.1018
N1 -1.68126 0.97939 0.05856  0.1239
C1 -0.72484 0.10040 -0.38093  -0.6787
C2 1.50071 -0.52076 0.02958  -0.1272
H1 1.64355 -1.01005 -1.03295  0.1165
H2 2.44728 0.05729 0.39614  0.0995
H3 1.38817 -1.40646 0.97980  0.1557
H4 -2.78624 0.63441 0.04664  0.1984
H5 -1.44995 1.50945 0.92726  0.1109

* DFT total energy: -7739.3848 eV
* frontier orbital gap: 11.272 eV
* largest force on an atom: 4.496 eV/Å
* ΔE to the lowest compared entry with this formula, charge and spin: 31.5 kcal/mol
* structure (SMILES): COC(N)=O


(7)
This record from the OMol25 dataset describes one molecule with the formula C2H5NO2. The level of theory is ωB97M-V/def2-TZVPD.

Each line ends with the Löwdin charge.
Cartesian coordinates (Å):
O1 -1.66901 -1.20097 -0.01111  0.0156
O2 1.38869 1.54480 0.61765  -0.0308
N1 0.41876 -0.39228 -0.29339  0.0301
C1 0.18279 0.93277 0.23136  -0.2755
C2 -0.63758 -1.19711 -0.66078  -0.3372
H1 -0.22471 1.61252 -0.53449  0.1317
H2 -0.56187 -1.77964 -1.58827  0.1278
H3 1.30495 -0.51474 -0.76517  0.1311
H4 -0.56456 0.92137 1.02102  0.1255
H5 1.47796 1.52979 1.56467  0.0816

* DFT total energy: -7739.7487 eV
* frontier orbital gap: 10.709 eV
* largest force on an atom: 1.577 eV/Å
* ΔE to the lowest compared entry with this formula, charge and spin: 23.1 kcal/mol
* structure (SMILES): O=CNCO


(8)
This record from the OMol25 dataset describes one molecule with the formula C2H5NO2. The level of theory is ωB97M-V/def2-TZVPD.

Each line ends with the Löwdin charge.
Cartesian coordinates (Å):
O1 -0.17549 1.31967 -0.01227  0.0380
O2 1.91022 -0.14341 0.03224  -0.0748
N1 0.65646 -0.78990 0.08628  -0.0295
C1 -0.42319 0.12514 -0.01656  -0.5061
C2 -1.87731 -0.41464 -0.01073  -0.0165
H1 -2.27914 -0.09859 1.04696  0.1157
H2 0.50406 -1.56425 -0.61677  0.1583
H3 -2.01556 -1.53319 -0.07392  0.0819
H4 1.61465 0.83223 -0.22058  0.1330
H5 -2.49413 0.22008 -0.73570  0.1000

* DFT total energy: -7738.4332 eV
* frontier orbital gap: 10.592 eV
* largest force on an atom: 2.390 eV/Å
* ΔE to the lowest compared entry with this formula, charge and spin: 53.5 kcal/mol
* structure (SMILES): CC(=O)NO


(9)
This record from the OMol25 dataset describes one molecule with the formula C2H5NO2. The level of theory is ωB97M-V/def2-TZVPD.

Each line ends with the Löwdin charge.
Cartesian coordinates (Å):
O1 1.61221 0.15189 0.03962  -0.0253
O2 -0.19358 2.00782 0.50878  -0.0152
N1 -0.64540 1.21684 -0.31627  -0.0189
C1 0.35706 -0.01504 -0.54980  -0.4212
C2 -0.54124 -0.95971 0.17122  -0.0523
H1 -0.36970 -1.01710 1.24671  0.0834
H2 -1.52597 -0.15374 0.14177  0.1405
H3 -0.62277 -1.94148 -0.29405  0.0782
H4 1.51062 0.88654 0.67775  0.0874
H5 0.41877 -0.17602 -1.62572  0.1435

* DFT total energy: -7736.4852 eV
* frontier orbital gap: 9.305 eV
* largest force on an atom: 3.787 eV/Å
* ΔE to the lowest compared entry with this formula, charge and spin: 98.4 kcal/mol
* structure (SMILES): C[C@H](O)N=O


(10)
This record from the OMol25 dataset describes a 2-piece molecular cluster, C2H5NO2 overall. The level of theory is ωB97M-V/def2-TZVPD.

Each line ends with the Löwdin charge.
Cartesian coordinates (Å):
O1 -0.09043 -2.98513 1.82503  0.0078
O2 1.26249 3.89224 0.22013  -0.0052
N1 -0.56604 -2.76567 -0.37895  0.1083
C1 -0.10977 -3.43854 0.70352  -0.4344
C2 0.46132 4.64811 -0.25582  -0.1498
H1 0.28863 -4.43899 0.47280  0.1229
H2 -0.59396 4.35592 -0.40457  0.0780
H3 -0.83401 -1.79365 -0.30644  0.1052
H4 -0.56540 -3.14080 -1.31258  0.0902
H5 0.74718 5.66652 -0.56312  0.0769

* DFT total energy: -7739.3626 eV
* frontier orbital gap: 10.891 eV
* largest force on an atom: 0.708 eV/Å
* ΔE to the lowest compared entry with this formula, charge and spin: 32.0 kcal/mol
* structure (SMILES): NC=O.C=O


(11)
This record from the OMol25 dataset describes a 2-piece molecular cluster, C2H5NO2P overall. The level of theory is ωB97M-V/def2-TZVPD.

Each line ends with the Löwdin charge.
Cartesian coordinates (Å):
P1 -1.38524 -0.27531 -0.83494  0.4108
O1 -1.88165 0.12319 -2.20449  -0.4831
O2 -2.08991 -1.35926 -0.12084  -0.4525
N1 0.41931 2.26269 1.34594  0.0459
C1 1.06399 -1.17394 0.25019  -0.1210
C2 0.50504 -0.31720 -0.62508  -0.3248
H1 1.00641 0.40892 -1.18562  0.0182
H2 -0.66951 2.21810 1.09136  0.0005
H3 0.29184 -1.80702 0.87658  0.0725
H4 0.64741 1.39350 1.04904  -0.1845
H5 2.09232 -1.47367 0.35786  0.0182

* total charge: -1
* DFT total energy: -17027.5230 eV
* frontier orbital gap (spin up / spin down): 9.569 / 4.693 eV
* largest force on an atom: 5.362 eV/Å
* ΔE to the lowest compared entry with this formula, charge and spin: 92.1 kcal/mol


(12)
This record from the OMol25 dataset describes a 2-piece molecular cluster, C2H5NO3 overall. The level of theory is ωB97M-V/def2-TZVPD.

Each line ends with the Löwdin charge.
Cartesian coordinates (Å):
O1 -4.49804 -1.74544 0.16658  0.0679
O2 2.75053 2.66438 -1.36541  0.0121
O3 -3.32031 -2.32639 1.97968  0.0760
N1 4.64347 1.45231 -1.04331  0.0851
C1 -3.44912 -1.99357 0.68584  -0.3951
C2 3.56466 2.21803 -0.58723  -0.3890
H1 4.68734 1.58323 -2.03664  0.0860
H2 -2.50824 -1.94504 0.13038  0.1381
H3 -4.15958 -2.06113 2.37008  0.1130
H4 3.32014 2.18588 0.48269  0.1213
H5 4.63982 0.54915 -0.59835  0.0844

* DFT total energy: -9787.3863 eV
* frontier orbital gap: 10.946 eV
* largest force on an atom: 2.336 eV/Å
* ΔE to the lowest compared entry with this formula, charge and spin: 18.5 kcal/mol
* structure (SMILES): NC=O.O=CO